Entry 1:
{
  "formula": "C4H2O2",
  "method": "wB97M-V/def2-TZVPD",
  "homo_ev": [-9.99, -9.70],
  "lumo_energy_ev": [-1.8, -1.9],
  "symbols": ["C", "C", "C", "C", "O", "O", "H", "H"],
  "xyz": [[-2.5903, 0.1531, 0.0808], [-3.5692, -0.3028, -0.3667], [1.5835, -0.5546, 0.3191], [-0.1823, 0.9196, -0.0767], [2.3493, 0.0717, -0.3249], [0.3744, 0.0744, 0.6329], [1.6767, -1.4598, 0.7436], [0.3579, 1.0984, -1.0080]],
  "atomic_forces_ev_per_a": [[6.9, 3.1, 1.9], [-5.3, -2.5, -2.3], [0.5, 4.4, -2.3], [-2.6, 1.2, -1.0], [0.7, -0.7, -0.2], [-0.3, -2.3, 2.8], [0.2, -3.4, 1.6], [-0.1, 0.2, -0.6]]
}

***

Entry 2:
{
  "formula": "C4H2O2Sn",
  "method": "wB97M-V/def2-TZVPD",
  "homo_ev": [-8.84, -8.90],
  "lumo_energy_ev": [-1.7, -1.8],
  "symbols": ["O", "H", "C", "C", "C", "C", "O", "Sn", "H"],
  "xyz": [[-1.9026, 1.0844, -0.8418], [-2.6815, 1.2491, -0.3036], [-1.3101, -0.7014, 0.1032], [-0.8414, 0.2059, 0.9075], [-0.4762, 1.4493, 0.3740], [0.8079, 1.6497, -0.0402], [1.6462, 0.6363, -0.2316], [0.7769, -1.0424, -0.0574], [1.0890, 2.6134, -0.4856]],
  "atomic_forces_ev_per_a": [[1.6, 2.3, -0.5], [-0.2, 0.3, 0.3], [-1.8, 0.7, 1.8], [0.6, -1.9, -0.6], [-2.2, -1.0, 0.3], [-0.3, 2.1, -2.2], [1.0, 3.4, 0.8], [1.3, -5.3, 0.1], [0.1, -0.5, 0.0]]
}

***

Entry 3:
{
  "formula": "C4H2OS",
  "method": "wB97M-V/def2-TZVPD",
  "homo_ev": -9.43,
  "smiles": "C#CC(=O)C=S",
  "lumo_energy_ev": -1.2,
  "symbols": ["C", "C", "C", "O", "C", "S", "H", "H"],
  "xyz": [[-0.4990, 2.1438, -0.2904], [-0.4428, 0.9565, -0.0168], [-0.4673, -0.5618, 0.0202], [-1.4820, -1.2435, -0.0204], [0.7905, -1.3046, 0.1022], [1.5515, -1.2783, 1.5419], [-0.4737, 3.1370, -0.4705], [1.0228, -1.8492, -0.8663]],
  "atomic_forces_ev_per_a": [[0.3, -4.6, 1.1], [-0.4, 0.1, -0.6], [-2.0, 0.8, -0.1], [0.9, 1.3, 0.0], [1.3, -0.2, 0.1], [-0.2, -0.3, -1.3], [0.0, 2.5, -0.5], [0.1, 0.3, 1.5]]
}

***

Entry 4:
{
  "formula": "C4H30BO23",
  "method": "wB97M-V/def2-TZVPD",
  "homo_ev": -8.07,
  "total_charge": -1,
  "lumo_energy_ev": 1.6,
  "symbols": ["O", "C", "O", "B", "O", "C", "O", "O", "C", "O", "C", "O", "O", "O", "H", "H", "O", "H", "H", "O", "H", "H", "O", "H", "H", "O", "H", "H", "O", "H", "H", "O", "H", "H", "O", "H", "H", "O", "H", "H", "O", "H", "H", "O", "H", "H", "O", "H", "H", "O", "H", "H", "O", "H", "H", "O", "H", "H"],
  "xyz": [[-33.9747, 8.4354, -17.1442], [-32.9924, 8.1963, -16.4965], [-32.1270, 8.9990, -15.8761], [-31.2088, 8.2109, -14.9814], [-31.7289, 6.8524, -15.1945], [-32.7427, 6.8218, -15.9498], [-33.5536, 5.8676, -16.2766], [-31.2556, 8.6287, -13.5544], [-30.0792, 8.4106, -13.0001], [-29.8184, 8.4876, -11.7627], [-29.0936, 8.2097, -14.1781], [-29.7801, 8.2702, -15.3306], [-27.9424, 7.9104, -13.9513], [-26.9081, 8.3775, -16.7297], [-27.7652, 8.6734, -17.0365], [-26.9484, 8.4714, -15.7780], [-31.8443, 3.3143, -14.4854], [-32.7903, 3.3222, -14.6311], [-31.6703, 4.1180, -13.9955], [-36.8022, 9.5406, -16.2368], [-36.0133, 10.0819, -16.2080], [-37.4961, 10.1419, -16.5076], [-30.1488, 5.4866, -11.0320], [-30.1856, 6.4425, -11.0000], [-30.8086, 5.2426, -11.6811], [-34.7031, 11.0926, -15.7957], [-34.3860, 11.5187, -14.9994], [-33.9283, 10.6705, -16.1668], [-32.5578, 5.0757, -12.5745], [-33.3854, 4.6866, -12.2917], [-32.8010, 5.9374, -12.9130], [-35.4779, 10.8128, -19.3304], [-34.9809, 10.1035, -18.9228], [-35.5041, 10.5844, -20.2596], [-33.5444, 4.9109, -18.8598], [-33.6038, 5.1126, -17.9260], [-32.7536, 5.3634, -19.1533], [-30.5882, 11.6766, -12.8782], [-31.4608, 11.5621, -13.2546], [-30.6947, 11.4544, -11.9533], [-24.5639, 7.6230, -13.3538], [-25.4549, 7.6428, -13.0046], [-24.0263, 7.3187, -12.6227], [-32.8371, 8.2408, -20.4082], [-32.6035, 7.9400, -19.5301], [-33.7781, 8.4099, -20.3616], [-26.5555, 8.7729, -11.4428], [-26.4235, 9.3276, -10.6739], [-27.4757, 8.5134, -11.3964], [-36.7137, 6.8045, -16.1855], [-36.7877, 7.7095, -16.4883], [-35.8306, 6.5376, -16.4405], [-31.2669, 6.3059, -18.8150], [-30.6875, 5.5440, -18.8194], [-30.8986, 6.8836, -18.1466], [-31.5183, 10.8000, -10.4096], [-31.5572, 9.8758, -10.1636], [-32.4344, 11.0673, -10.4838]],
  "atomic_forces_ev_per_a": [[0.9, 1.1, -0.4], [-1.0, -0.1, 1.1], [0.4, 0.7, -0.2], [-0.2, 1.0, -0.6], [1.3, -1.5, 1.8], [-4.8, -4.1, -3.1], [3.9, 3.6, 2.4], [-0.6, -0.7, 0.0], [0.5, 1.5, 3.3], [-0.9, -0.6, -4.5], [1.2, -1.3, 1.3], [0.3, 0.0, 0.7], [-1.2, 0.8, -1.2], [0.3, 0.0, -0.5], [-0.2, 0.1, 0.0], [0.0, -0.2, 0.4], [0.4, -0.7, -0.4], [-0.2, 0.1, -0.2], [-0.1, 0.1, 0.1], [-0.8, -0.4, -0.1], [0.5, 0.3, 0.2], [-0.2, 0.0, -0.1], [0.4, -0.2, 0.3], [0.1, 0.4, 0.0], [-0.4, -0.2, -0.1], [0.2, 0.4, 0.0], [-0.1, 0.1, 0.2], [0.3, -0.2, -0.3], [0.1, 0.3, 0.2], [-0.2, -0.3, 0.1], [0.0, 0.4, -0.2], [-0.1, 0.3, 0.0], [0.1, -0.3, 0.3], [0.0, 0.0, -0.2], [-0.5, -0.7, -0.7], [0.0, 0.1, 0.3], [-0.1, 0.2, 0.1], [0.3, 0.4, -0.7], [-0.1, -0.1, -0.1], [-0.1, -0.3, 0.5], [0.4, -0.1, -0.4], [-0.4, 0.2, 0.2], [0.0, 0.0, 0.2], [0.1, 0.3, -0.3], [0.0, -0.3, 0.1], [-0.2, -0.1, 0.0], [0.3, 0.0, 0.0], [0.1, 0.1, 0.1], [-0.6, -0.1, -0.2], [-0.2, -0.7, 0.2], [0.0, 0.6, 0.1], [0.3, -0.2, -0.1], [0.3, 0.4, 0.0], [0.2, -0.3, 0.0], [0.3, 0.1, 0.2], [0.0, 0.3, 0.2], [0.2, -0.4, -0.1], [-0.3, 0.1, 0.0]]
}

***

Summary of max |F| in Eh/bohr
0.15200; 0.10678; 0.09218; 0.13784
(order as listed above)
Summary of E_tot in Ha
-303.670953; -518.057942; -626.919126; -1926.121662
(order as listed above)
Summary of molecular weight in g/mol
82.1; 200.8; 98.1; 457.1
(order as listed above)